Entry 1:
ORCA calculation (wB97M-V/def2-TZVPD) on a molecular structure, C10H17IrN3O4S.

Each line ends with the Mulliken charge.
CARTESIAN COORDINATES (ANGSTROEM)
Ir 2.0554 -2.0303 -0.4693  0.757
N 2.3512 -2.1358 1.5535  -0.511
C 1.4242 -3.1729 2.0575  -0.455
C 0.1370 -3.2235 1.2197  0.511
O -0.9423 -3.5252 1.7238  -0.735
N 0.4033 -2.9868 -0.0704  -0.240
C -0.5736 -3.0257 -1.1382  -0.511
C -0.1722 -2.0359 -2.2470  0.599
O -1.0237 -1.6629 -3.0415  -0.708
O 1.0718 -1.6510 -2.2616  -0.709
H 3.3398 -2.3219 1.7384  0.361
H 2.1027 -1.2128 1.9017  0.270
H 1.1816 -3.0606 3.1137  0.316
H 1.9153 -4.1354 1.9033  0.252
H -1.5796 -2.8046 -0.7836  0.312
H -0.5964 -4.0165 -1.6066  0.243
S 4.1714 -2.4666 -0.7185  -0.664
O 1.1306 0.7680 1.1193  -0.584
C 0.6040 1.6198 0.4256  0.174
C 0.1643 1.3559 -1.0006  0.042
C -1.3487 1.5370 -1.2759  -0.484
C -2.1625 1.9985 -0.0664  -0.767
C -1.9258 3.4695 0.2901  -0.535
C -0.4452 3.8493 0.2214  -0.766
N 0.4178 2.8942 0.8881  -0.109
H 0.4835 0.3445 -1.2322  -0.462
H 0.7554 2.0080 -1.6499  0.410
H -1.7396 0.5867 -1.6386  0.346
H -1.4931 2.2527 -2.0908  0.335
H -1.9183 1.3672 0.7929  0.309
H -3.2265 1.8446 -0.2584  0.421
H -2.3126 3.6731 1.2931  0.318
H -2.4769 4.1155 -0.4008  0.303
H -0.2777 4.8306 0.6673  0.409
H -0.1328 3.9283 -0.8217  0.280
H 0.6383 3.0249 1.8626  0.272

Computed properties:
* orbital gap: 6.03 eV
* LUMO: 2.67 eV
* total charge: -1

Entry 2:
ORCA calculation (wB97M-V/def2-TZVPD) on 2 unconnected molecules or ions with the total composition C3H5O3 in a non-equilibrium geometry.

Each line ends with the Mulliken charge.
CARTESIAN COORDINATES (ANGSTROEM)
C -2.2333 -1.0076 -0.7061  -0.374
C -0.2845 0.6028 0.6018  0.647
C 2.1921 0.4471 0.2438  -0.490
O -2.0632 0.1691 -0.9081  -0.236
O 0.7854 0.1937 0.5363  -0.055
O -1.2664 1.0441 0.9840  -0.090
H -3.4603 -1.2625 -0.8308  0.288
H -1.3969 -1.6943 -0.4432  0.380
H 2.7029 -0.2765 0.7541  0.285
H 2.6446 1.4164 0.6155  0.330
H 2.3797 0.3677 -0.8475  0.315

Computed properties:
* orbital gap (alpha / beta): 5.95 / 10.59 eV
* ΔE to the lowest compared entry with this formula, charge and spin: 138.3 kJ/mol
* 2S+1: 3
* LUMO (alpha / beta): -4.85 / -6.87 eV
* total charge: +1

Entry 3:
ORCA calculation (wB97M-V/def2-TZVPD) on a single C16H26N2O2 molecule.

Each line ends with the Mulliken charge.
CARTESIAN COORDINATES (ANGSTROEM)
C 2.9979 -4.8135 -1.9788  -0.956
O 2.4062 -4.2012 -0.8612  -0.465
C 2.0827 -2.8765 -0.9407  1.164
C 2.3114 -2.0729 -2.0465  -0.938
C 1.9317 -0.7419 -2.0167  -1.533
C 1.3419 -0.1726 -0.9014  0.705
C 0.9543 1.2858 -0.9222  -1.577
N -0.3717 1.5109 -0.3944  0.912
C -1.3917 0.8542 -1.1818  -0.841
C -2.7883 0.9835 -0.5660  -0.636
C -2.7679 1.0794 0.9711  -0.928
N -2.5995 2.4084 1.5226  0.076
C -3.6450 3.3453 1.1803  -0.989
C -1.2628 2.9372 1.3738  -0.662
C -0.6735 2.8865 -0.0500  -0.970
C 1.1250 -0.9869 0.2177  0.524
O 0.5118 -0.4865 1.3539  -0.445
C 1.3979 0.1174 2.2676  -0.949
C 1.4794 -2.3332 0.2024  1.364
C 1.2216 -3.2206 1.3821  -1.871
H 3.1569 -5.8531 -1.6954  0.266
H 3.9618 -4.3565 -2.2267  0.353
H 2.3424 -4.7748 -2.8551  0.364
H 2.7731 -2.4660 -2.9381  0.411
H 2.1047 -0.1309 -2.8911  0.366
H 1.0562 1.6560 -1.9626  0.237
H 1.6624 1.8496 -0.3046  0.475
H -1.1169 -0.2030 -1.2290  0.425
H -1.4127 1.2405 -2.2218  0.241
H -3.3015 1.8578 -0.9694  0.336
H -3.3720 0.1097 -0.8601  0.439
H -3.7145 0.6929 1.3625  0.493
H -1.9524 0.4607 1.3502  0.175
H -3.5996 3.7348 0.1520  0.298
H -3.5850 4.1958 1.8613  0.363
H -4.6111 2.8617 1.3194  0.316
H -1.2645 3.9691 1.7346  0.471
H -0.6048 2.3439 2.0151  0.078
H 0.2440 3.4824 -0.0586  0.501
H -1.3656 3.3457 -0.7695  0.399
H 0.7962 0.4080 3.1277  0.248
H 1.8761 1.0065 1.8441  0.243
H 2.1787 -0.5821 2.5891  0.375
H 2.1598 -3.4813 1.8716  0.317
H 0.7585 -4.1472 1.0500  0.445
H 0.5684 -2.7229 2.0927  0.381

Computed properties:
* orbital gap: 8.62 eV
* ΔE to the lowest compared entry with this formula, charge and spin: 262.1 kJ/mol
* LUMO: 0.86 eV
* total charge: 0

Entry 4:
ORCA calculation (wB97M-V/def2-TZVPD) on a molecular structure, C24H24AsClO5PS6Tc in a non-equilibrium geometry.

Each line ends with the Mulliken charge.
CARTESIAN COORDINATES (ANGSTROEM)
Tc 1.4869 -2.0788 -1.1302  0.411
C 1.4710 0.1924 2.5133  -1.593
C 2.3912 -0.6335 1.6283  1.704
C 3.5947 -1.1448 2.3905  -1.697
O 1.6901 -1.7389 1.0423  -0.526
C 2.8450 0.2820 0.5166  0.075
O 3.7020 1.0955 0.6208  -0.535
O 2.0957 0.1177 -0.6296  1.886
H 1.0980 -0.4264 3.3334  0.511
H 0.6211 0.5804 1.9496  0.128
H 2.0317 1.0305 2.9294  0.446
H 3.2538 -1.7162 3.2573  0.451
H 4.2034 -0.3062 2.7288  0.346
H 4.2036 -1.7904 1.7559  0.274
H 0.8940 -2.0304 1.5621  -0.015
S 4.3456 -4.1033 -4.2676  -0.372
As 3.8073 -2.3065 -3.4373  0.310
S 3.7168 -2.3970 -1.1638  -0.268
S 1.5296 -1.9718 -3.3155  -0.105
S 4.6867 -0.5602 -4.0881  -0.392
O -0.2582 -4.2064 -2.9466  -0.378
C 0.2040 -4.5999 -1.9245  0.078
O 0.9476 -3.8576 -1.0364  -0.653
H 0.0866 -5.6193 -1.5682  0.408
S -1.2653 -2.7885 1.7131  -0.441
P -1.8290 -1.4013 0.4364  0.893
S -0.6687 -1.0936 -1.2765  -0.404
C -3.4767 -1.7429 -0.2347  0.955
C -4.4899 -1.9697 0.7021  -0.575
C -5.8005 -2.1303 0.2818  -0.709
C -6.1077 -2.0639 -1.0736  -0.441
C -5.1019 -1.8582 -2.0053  -0.649
C -3.7823 -1.6963 -1.5909  -0.399
C -2.0708 0.2201 1.2273  0.507
C -2.2477 0.2973 2.6063  -0.500
C -2.4741 1.5295 3.2101  -0.680
C -2.5278 2.6834 2.4396  -0.584
C -2.3628 2.6078 1.0620  -0.511
C -2.1383 1.3794 0.4541  -0.624
H -4.2450 -2.0272 1.7580  0.361
H -6.5833 -2.3016 1.0118  0.391
H -7.1342 -2.1787 -1.4022  0.370
H -5.3387 -1.8174 -3.0622  0.402
H -3.0030 -1.5434 -2.3249  0.316
H -2.1880 -0.6067 3.2008  0.436
H -2.6072 1.5868 4.2841  0.424
H -2.7063 3.6433 2.9112  0.410
H -2.4120 3.5056 0.4563  0.580
H -2.0145 1.3215 -0.6215  0.487
Cl 4.5601 3.1469 -2.5094  -0.209
C 3.1452 3.4826 -1.5671  0.616
C 2.9500 4.7808 -1.1180  -0.575
C 1.8281 5.0935 -0.3672  -0.517
C 0.8989 4.1062 -0.0667  -0.586
C 1.1066 2.8143 -0.5206  0.740
C 2.2302 2.4803 -1.2716  -0.473
C 2.3963 1.0566 -1.7308  -1.059
H 3.6914 5.5362 -1.3527  0.426
H 1.6800 6.1093 -0.0217  0.390
H 0.0179 4.3395 0.5215  0.381
H 0.3882 2.0360 -0.2847  -0.131
H 3.3820 0.8333 -2.1175  0.177
H 1.6525 0.8185 -2.4773  0.314

Computed properties:
* orbital gap (alpha / beta): 5.08 / 5.09 eV
* ΔE to the lowest compared entry with this formula, charge and spin: 61.0 kJ/mol
* LUMO (alpha / beta): -3.02 / -3.01 eV
* total charge: 0

Entry 5:
ORCA calculation (wB97M-V/def2-TZVPD) on 2 unconnected molecules or ions with the total composition C2H4N2 in a non-equilibrium geometry.

Each line ends with the Mulliken charge.
CARTESIAN COORDINATES (ANGSTROEM)
C 1.2921 0.3176 -0.4442  -0.207
C -2.7540 -0.3717 -0.7524  -0.256
N -2.2370 -0.0917 0.2096  -0.093
N 1.0255 -0.1446 0.7095  -0.438
H 0.3388 0.7338 -0.9797  0.193
H 2.2288 -0.0004 -0.9604  0.243
H 1.8282 -0.5964 1.1677  0.224
H -1.7223 0.1535 1.0499  0.334

Computed properties:
* orbital gap: 11.67 eV
* ΔE to the lowest compared entry with this formula, charge and spin: 232.1 kJ/mol
* LUMO: 1.12 eV
* total charge: 0

Please write out number 1 again, unchanged.
ORCA calculation (wB97M-V/def2-TZVPD) on a molecular structure, C10H17IrN3O4S.

Each line ends with the Mulliken charge.
CARTESIAN COORDINATES (ANGSTROEM)
Ir 2.0554 -2.0303 -0.4693  0.757
N 2.3512 -2.1358 1.5535  -0.511
C 1.4242 -3.1729 2.0575  -0.455
C 0.1370 -3.2235 1.2197  0.511
O -0.9423 -3.5252 1.7238  -0.735
N 0.4033 -2.9868 -0.0704  -0.240
C -0.5736 -3.0257 -1.1382  -0.511
C -0.1722 -2.0359 -2.2470  0.599
O -1.0237 -1.6629 -3.0415  -0.708
O 1.0718 -1.6510 -2.2616  -0.709
H 3.3398 -2.3219 1.7384  0.361
H 2.1027 -1.2128 1.9017  0.270
H 1.1816 -3.0606 3.1137  0.316
H 1.9153 -4.1354 1.9033  0.252
H -1.5796 -2.8046 -0.7836  0.312
H -0.5964 -4.0165 -1.6066  0.243
S 4.1714 -2.4666 -0.7185  -0.664
O 1.1306 0.7680 1.1193  -0.584
C 0.6040 1.6198 0.4256  0.174
C 0.1643 1.3559 -1.0006  0.042
C -1.3487 1.5370 -1.2759  -0.484
C -2.1625 1.9985 -0.0664  -0.767
C -1.9258 3.4695 0.2901  -0.535
C -0.4452 3.8493 0.2214  -0.766
N 0.4178 2.8942 0.8881  -0.109
H 0.4835 0.3445 -1.2322  -0.462
H 0.7554 2.0080 -1.6499  0.410
H -1.7396 0.5867 -1.6386  0.346
H -1.4931 2.2527 -2.0908  0.335
H -1.9183 1.3672 0.7929  0.309
H -3.2265 1.8446 -0.2584  0.421
H -2.3126 3.6731 1.2931  0.318
H -2.4769 4.1155 -0.4008  0.303
H -0.2777 4.8306 0.6673  0.409
H -0.1328 3.9283 -0.8217  0.280
H 0.6383 3.0249 1.8626  0.272

Computed properties:
* orbital gap: 6.03 eV
* LUMO: 2.67 eV
* total charge: -1